Record 1
This record from OMol25 describes C20H41N2O2P3PtS as an isolated structure in a non-equilibrium geometry. The level of theory is wB97M-V/def2-TZVPD.

Element x y z (Å)
P -1.22 3.48 1.79
C 0.28 4.46 1.70
H 0.05 5.46 2.10
H 0.62 4.56 0.65
H 1.08 4.00 2.30
C -2.28 3.62 0.38
H -3.23 3.09 0.56
H -1.81 3.21 -0.52
H -2.50 4.69 0.23
C -2.08 3.78 3.33
H -2.55 4.77 3.25
H -1.37 3.76 4.17
H -2.86 3.01 3.49
P 0.49 -2.31 2.64
C 2.16 -1.59 2.81
H 2.64 -1.93 3.74
H 2.06 -0.49 2.83
H 2.79 -1.89 1.96
C -0.17 -2.27 4.33
H -1.09 -2.85 4.40
H -0.37 -1.23 4.61
H 0.57 -2.68 5.04
C 0.78 -4.07 2.33
H 1.50 -4.49 3.04
H 1.19 -4.19 1.32
H -0.16 -4.62 2.41
P -0.97 -1.60 -4.24
C 0.85 -1.36 -3.97
H 1.43 -1.88 -4.74
H 1.10 -1.79 -2.99
H 1.08 -0.29 -3.95
C -0.86 -2.82 -5.63
H -0.37 -2.37 -6.50
H -1.89 -3.10 -5.91
H -0.32 -3.72 -5.31
C -1.28 -0.11 -5.29
H -1.28 -0.37 -6.36
H -0.53 0.66 -5.09
H -2.27 0.27 -5.01
Pt -1.21 -1.42 0.79
C -0.58 1.76 1.97
O 0.30 1.07 2.35
C 0.34 -1.15 -0.48
O 1.21 -1.96 -0.81
C -2.58 -2.77 -0.19
C -2.60 -1.54 -0.88
C -2.89 -0.35 -0.19
C -3.16 -0.39 1.18
C -3.06 -1.60 1.89
C -2.79 -2.80 1.21
H -2.23 -3.67 -0.71
H -2.35 -1.49 -1.94
H -2.92 0.60 -0.72
H -3.40 0.54 1.69
H -3.16 -1.59 2.98
H -2.61 -3.72 1.77
C 4.40 0.45 -0.63
N 2.97 0.22 -0.58
C 2.01 1.09 -0.87
S 0.31 0.52 -1.11
N 2.20 2.41 -1.03
C 3.35 3.19 -0.55
H 4.70 0.98 -1.54
H 4.89 -0.53 -0.62
H 4.73 1.00 0.26
H 2.65 -0.76 -0.53
H 1.36 2.92 -1.29
H 4.21 3.06 -1.21
H 3.06 4.24 -0.56
H 3.61 2.92 0.48

Computed properties:
* 2S+1: 5
* ΔE to the lowest compared entry with this formula, charge and spin: 8.8 kcal/mol
* LUMO (alpha / beta): -11.6 / -14.5 eV
* Kohn-Sham gap (alpha / beta): 0.1870 / 0.2077 Ha
* HOMO energy (alpha / beta): -16.7 / -20.1 eV
* total charge: +4

Record 2
This record from OMol25 describes a 2-piece molecular cluster, C13H22BCl3OSi overall in a non-equilibrium geometry. The level of theory is wB97M-V/def2-TZVPD.

Element x y z (Å)
Cl -1.51 -2.88 -2.18
B -0.93 -1.21 -2.83
Cl -0.90 -1.20 -4.70
Cl -2.37 0.01 -2.31
O 0.29 -0.88 -2.21
C 0.52 0.22 -1.42
C 2.02 0.57 -1.54
C 2.47 1.75 -2.15
C 3.83 1.99 -2.32
C 4.79 1.07 -1.89
C 4.32 -0.08 -1.27
C 2.98 -0.35 -1.11
H -0.04 1.09 -1.74
H 1.75 2.49 -2.49
H 4.17 2.94 -2.76
H 5.86 1.29 -2.02
H 5.06 -0.77 -0.86
H 2.64 -1.28 -0.67
C -1.74 2.60 1.86
C -2.40 1.32 1.36
Si -1.34 -0.17 1.23
C -0.11 -0.31 2.62
C 0.78 -1.54 2.49
C -2.28 -1.72 1.04
C -3.71 -1.61 0.55
H 0.09 0.00 -0.39
H -2.50 3.34 2.13
H -1.11 2.42 2.76
H -1.10 3.06 1.09
H -3.15 0.98 2.05
H -2.88 1.49 0.38
H 0.47 0.62 2.71
H -0.78 -0.37 3.48
H 1.49 -1.58 3.32
H 0.19 -2.47 2.50
H 1.37 -1.52 1.56
H -1.74 -2.43 0.40
H -2.26 -2.12 2.07
H -4.20 -2.58 0.61
H -4.28 -0.87 1.16
H -3.74 -1.31 -0.50

Computed properties:
* ΔE to the lowest compared entry with this formula, charge and spin: 0.0 kcal/mol
* LUMO: -1.9 eV
* Kohn-Sham gap: 0.2676 Ha
* HOMO energy: -9.2 eV

Record 3
This record from OMol25 describes C14H21N6O5RuS as an isolated structure. The level of theory is wB97M-V/def2-TZVPD.

Element x y z (Å)
Ru -0.72 0.03 -0.05
C 1.80 -2.09 0.51
C 0.72 -2.38 1.51
O -0.58 -2.17 0.93
C -1.02 -3.26 0.09
C -1.64 -2.69 -1.16
O -0.68 -1.75 -1.66
C -1.03 -1.12 -2.91
C 0.13 -0.23 -3.24
O 0.43 0.60 -2.09
C 1.84 0.73 -1.83
C 2.39 -0.50 -1.16
O 1.59 -0.76 0.01
H 1.77 -2.79 -0.34
H 2.78 -2.17 0.98
H 0.80 -1.70 2.35
H 0.81 -3.41 1.88
H -1.74 -3.87 0.63
H -0.16 -3.88 -0.18
H -2.58 -2.17 -0.95
H -1.83 -3.48 -1.89
H -1.96 -0.56 -2.79
H -1.16 -1.87 -3.69
H -0.10 0.42 -4.09
H 1.01 -0.82 -3.49
H 1.95 1.60 -1.17
H 2.38 0.94 -2.75
H 3.43 -0.34 -0.88
H 2.34 -1.37 -1.82
N -0.50 0.69 4.35
C -0.93 -0.11 3.38
N -0.68 0.47 2.21
C -0.09 1.65 2.56
N 0.04 1.82 3.84
C 0.22 2.64 1.53
C 0.72 3.91 1.82
N 0.88 4.82 0.86
C 0.51 4.48 -0.37
C 0.02 3.22 -0.67
N -0.10 2.29 0.28
H -0.56 0.57 5.35
H -1.42 -1.05 3.54
H 0.99 4.18 2.83
H 0.60 5.24 -1.14
H -0.26 2.94 -1.68
O -4.01 1.70 1.16
S -3.77 1.28 -0.20
N -2.63 0.33 -0.42

Computed properties:
* 2S+1: 6
* ΔE to the lowest compared entry with this formula, charge and spin: 0.9 kcal/mol
* LUMO (alpha / beta): -6.4 / -8.4 eV
* Kohn-Sham gap (alpha / beta): 0.3258 / 0.2710 Ha
* HOMO energy (alpha / beta): -15.2 / -15.8 eV
* total charge: +2

Record 4
This record from OMol25 describes C16H24CaNO15 as an isolated structure in a non-equilibrium geometry. The level of theory is wB97M-V/def2-TZVPD.

Element x y z (Å)
Ca -2.80 -4.39 2.37
N -1.12 -1.28 0.43
O -0.73 -0.32 -0.14
O -2.05 -1.16 1.18
O -0.73 -2.39 0.21
C 1.88 -1.18 8.90
C 1.40 -0.87 7.52
C 2.46 -0.63 6.54
O 1.84 -1.17 5.39
C 0.92 -2.01 5.69
O 0.45 -2.87 4.92
O 0.71 -1.98 7.02
H 2.56 -2.04 8.94
H 1.06 -1.35 9.60
H 2.54 -0.36 9.17
H 0.67 -0.06 7.52
H 3.37 -1.15 6.84
H 2.70 0.42 6.40
C -0.34 -3.73 -5.41
C 0.55 -4.99 -5.40
C 0.66 -5.78 -4.13
O 0.44 -7.11 -4.65
C 0.05 -7.09 -5.95
O -0.27 -8.07 -6.69
O 0.09 -5.84 -6.38
H -0.33 -3.06 -4.55
H -1.38 -3.96 -5.61
H 0.01 -3.09 -6.23
H 1.52 -4.78 -5.83
H -0.02 -5.53 -3.32
H 1.67 -5.64 -3.77
C 0.83 4.62 0.90
C -0.18 4.05 1.90
C 0.32 3.06 2.93
O 0.04 3.63 4.18
C -0.58 4.79 4.00
O -0.94 5.50 4.94
O -0.78 5.05 2.67
H 1.71 5.04 1.40
H 0.41 5.36 0.22
H 1.20 3.80 0.29
H -0.95 3.50 1.36
H 1.41 2.99 2.91
H -0.21 2.11 2.93
C -2.69 3.27 -3.41
C -1.65 3.52 -4.55
C -0.40 2.62 -4.61
O -0.27 2.34 -5.92
C -1.30 2.90 -6.67
O -1.36 3.00 -7.90
O -2.22 3.36 -5.85
H -3.41 4.08 -3.40
H -2.08 3.25 -2.50
H -3.20 2.31 -3.47
H -1.37 4.57 -4.64
H -0.58 1.67 -4.11
H 0.49 3.07 -4.18

Computed properties:
* ΔE to the lowest compared entry with this formula, charge and spin: 214.6 kcal/mol
* LUMO: -8.0 eV
* Kohn-Sham gap: 0.1380 Ha
* HOMO energy: -11.7 eV
* total charge: +1

Record 5
This record from OMol25 describes one molecule with the formula C2H6ClNO in a non-equilibrium geometry. The level of theory is wB97M-V/def2-TZVPD.

Element x y z (Å)
C 0.01 -0.39 0.62
C 0.36 0.22 -0.71
N -0.15 1.54 -0.94
O 0.53 2.59 -0.43
Cl 0.44 2.92 1.43
H 0.43 -1.47 0.54
H 0.56 0.07 1.54
H -1.05 -0.18 0.75
H 1.46 0.31 -0.76
H -0.25 -0.30 -1.47
H -1.20 1.63 -1.17

Computed properties:
* 2S+1: 3
* ΔE to the lowest compared entry with this formula, charge and spin: 33.8 kcal/mol
* LUMO (alpha / beta): 0.6 / -2.7 eV
* Kohn-Sham gap (alpha / beta): 0.2965 / 0.2416 Ha
* HOMO energy (alpha / beta): -7.4 / -9.3 eV

Record 6
This record from OMol25 describes C43H33N4OP2S2Sn as an isolated structure in a non-equilibrium geometry. The level of theory is wB97M-V/def2-TZVPD.

Element x y z (Å)
Sn 0.20 -0.84 -0.82
S -1.16 0.98 2.95
P -2.45 0.74 1.29
C -1.88 -0.29 0.01
P -2.38 0.19 -1.64
S -0.94 1.29 -2.51
C -4.03 0.88 -1.93
C -4.16 2.10 -2.58
C -5.42 2.56 -2.93
C -6.54 1.81 -2.61
C -6.41 0.60 -1.95
C -5.15 0.12 -1.62
C -2.46 -1.41 -2.52
C -2.50 -1.38 -3.91
C -2.53 -2.56 -4.63
C -2.53 -3.78 -3.97
C -2.51 -3.81 -2.58
C -2.48 -2.63 -1.85
C -3.28 2.32 0.98
C -4.63 2.28 0.92
C -5.42 3.40 0.47
C -4.83 4.55 0.11
C -3.43 4.81 0.40
C -2.54 3.60 0.85
C -3.71 -0.19 2.24
C -4.25 0.36 3.40
C -5.15 -0.37 4.15
C -5.53 -1.64 3.74
C -5.00 -2.18 2.58
C -4.08 -1.46 1.83
H -3.27 2.67 -2.84
H -5.52 3.51 -3.45
H -7.53 2.17 -2.88
H -7.29 0.01 -1.72
H -5.04 -0.84 -1.13
H -2.48 -0.42 -4.42
H -2.55 -2.53 -5.71
H -2.54 -4.70 -4.53
H -2.52 -4.76 -2.06
H -2.48 -2.65 -0.77
H -5.15 1.35 1.09
H -6.47 3.24 0.30
H -5.38 5.32 -0.41
H -2.94 5.56 -0.22
H -0.89 4.55 -0.10
H -3.96 1.36 3.71
H -5.57 0.05 5.06
H -6.24 -2.21 4.32
H -5.29 -3.18 2.26
H -3.65 -1.87 0.93
C -1.93 5.66 2.33
C -0.66 5.42 2.66
C 0.07 4.17 2.45
C -0.12 3.33 1.44
C -1.11 3.58 0.34
C -2.91 4.69 1.81
N 0.71 2.16 1.35
C 1.95 2.28 0.65
C 2.53 3.53 0.43
C 3.76 3.64 -0.19
C 4.47 2.52 -0.58
C 3.91 1.27 -0.38
C 2.65 1.15 0.19
N 2.05 -0.12 0.34
N 2.80 -1.02 0.77
C 2.18 -2.22 1.06
C 2.95 -3.22 1.66
C 2.33 -4.39 2.04
C 0.97 -4.54 1.80
C 0.28 -3.52 1.17
N 0.87 -2.38 0.80
H -2.34 6.64 2.57
H -0.10 6.20 3.15
H 0.86 3.96 3.16
H -1.01 2.83 -0.45
H -3.68 4.43 2.53
H 2.01 4.42 0.75
H 4.18 4.63 -0.35
H 5.44 2.61 -1.04
H 4.42 0.37 -0.69
H 4.00 -3.03 1.82
H 2.89 -5.18 2.52
H 0.44 -5.44 2.09
H -0.78 -3.59 0.96
O 1.39 0.49 2.80
C 0.55 1.19 2.32

Computed properties:
* ΔE to the lowest compared entry with this formula, charge and spin: 58.8 kcal/mol
* LUMO: -4.2 eV
* Kohn-Sham gap: 0.2152 Ha
* HOMO energy: -10.0 eV
* total charge: +1

Record 7
This record from OMol25 describes one molecule with the formula C17H27N5 in a non-equilibrium geometry. The level of theory is wB97M-V/def2-TZVPD.

Element x y z (Å)
N -1.35 6.04 0.57
C -1.96 5.04 0.73
C -2.68 3.87 0.93
C -2.12 2.59 0.36
C -3.15 1.55 0.07
N -3.84 0.66 -0.27
H -3.71 4.01 1.28
H -1.68 2.91 -0.67
C 1.10 2.51 -2.06
C 1.93 1.97 -0.92
C 3.31 1.51 -1.34
N 1.25 0.79 -0.34
N 1.79 -0.38 -0.59
N 0.97 -1.30 -0.07
C 1.14 -2.69 -0.73
C 2.62 -2.99 -0.63
C 0.63 -2.59 -2.15
C -0.13 -0.70 0.50
C -1.07 -1.54 1.36
C -1.92 -0.68 2.30
C -0.32 -2.57 2.27
C -2.06 -2.28 0.43
C 0.06 0.67 0.35
C -0.71 1.87 0.89
H 1.56 3.48 -2.29
H 1.17 1.85 -2.94
H 0.05 2.64 -1.77
H 1.98 2.76 -0.16
H 3.91 2.35 -1.70
H 3.87 1.03 -0.53
H 3.25 0.79 -2.16
H 0.53 -3.34 -0.12
H 2.92 -3.88 -1.20
H 3.17 -2.14 -1.01
H 2.93 -3.18 0.40
H 0.81 -3.50 -2.72
H -0.45 -2.42 -2.17
H 1.13 -1.77 -2.65
H -2.67 -0.12 1.73
H -2.47 -1.33 3.01
H -1.31 0.00 2.90
H 0.32 -3.27 1.71
H 0.30 -2.06 3.01
H -1.03 -3.19 2.83
H -1.57 -2.94 -0.29
H -2.72 -2.87 1.08
H -2.65 -1.54 -0.12
H -1.08 1.63 1.93
H -0.03 2.74 1.00

Computed properties:
* ΔE to the lowest compared entry with this formula, charge and spin: 22.6 kcal/mol
* LUMO: -0.6 eV
* Kohn-Sham gap: 0.1822 Ha
* HOMO energy: -5.6 eV

Record 8
This record from OMol25 describes a 2-piece molecular cluster, C4H5N3O overall in a non-equilibrium geometry. The level of theory is wB97M-V/def2-TZVPD.

Element x y z (Å)
C 1.65 -0.57 0.07
C 0.84 0.96 -0.15
C -1.92 0.71 0.04
C -0.51 -0.92 -0.13
H 1.94 -1.02 1.27
H 2.89 -0.81 -0.64
H 1.24 1.37 0.90
H 0.98 1.44 -1.21
H -2.53 1.70 0.33
N -0.64 0.51 -0.20
N -2.66 -0.38 -0.04
N 0.51 -1.52 -0.15
O -1.78 -1.47 -0.10

Computed properties:
* ΔE to the lowest compared entry with this formula, charge and spin: 163.3 kcal/mol
* LUMO: 0.6 eV
* Kohn-Sham gap: 0.3341 Ha
* HOMO energy: -8.5 eV

Record 9
This record from OMol25 describes a 4-piece molecular cluster, C7H14Cl9NO overall in a non-equilibrium geometry. The level of theory is wB97M-V/def2-TZVPD.

Element x y z (Å)
C 4.05 -1.61 0.13
Cl 5.72 -1.29 -0.38
Cl 3.79 -1.53 1.88
Cl 3.51 -3.12 -0.45
H 3.39 -0.91 -0.39
C -3.40 2.83 -1.13
Cl -4.46 4.24 -0.92
Cl -2.43 2.50 0.26
Cl -2.39 3.09 -2.66
H -4.02 1.94 -1.07
C 0.26 1.17 -2.48
Cl -1.00 -0.07 -2.58
Cl 0.41 2.10 -4.10
Cl 1.91 0.40 -2.12
H 0.05 1.89 -1.70
C -0.35 -2.74 0.44
C -1.04 -1.65 1.21
C -0.16 -0.45 1.75
O 0.52 0.22 0.78
C 1.04 1.55 1.20
N -2.11 -1.15 0.41
H -1.06 -3.43 -0.01
H 0.33 -3.37 1.02
H 0.22 -2.31 -0.38
H -1.49 -2.22 2.02
H 0.43 -0.89 2.55
H -0.86 0.21 2.25
H 2.02 1.43 1.66
H 0.36 2.14 1.82
H 1.25 2.16 0.33
H -2.70 -0.57 0.99
H -1.79 -0.54 -0.32

Computed properties:
* 2S+1: 2
* LUMO (alpha / beta): -2.9 / -8.6 eV
* Kohn-Sham gap (alpha / beta): 0.3866 / 0.1802 Ha
* HOMO energy (alpha / beta): -13.5 / -13.5 eV
* total charge: +1